Below is C34H39F5N8O6S2Ta as an isolated structure at a distorted geometry, with properties calculated with ωB97M-V/def2-TZVPD.

**Charge**: +3
**ΔE to the lowest compared entry with this formula, charge and spin**: 61.2 kcal per mole
**LUMO level**: -10.32 eV
**HOMO-LUMO gap**: 6.20 eV

Each line ends with the Mulliken charge.
CARTESIAN COORDINATES (ANGSTROEM)
Ta (-1.216, 0.935, 0.028)  1.685
C (-4.022, 2.255, 1.560)  -0.829
N (-3.362, 2.387, 0.244)  -0.370
C (-2.941, 3.767, -0.056)  -1.331
C (-1.617, 3.995, 0.587)  0.219
N (-0.802, 2.985, 0.849)  0.687
C (0.374, 3.547, 1.361)  -0.009
C (1.555, 2.957, 1.797)  -0.292
C (2.547, 3.801, 2.253)  -1.008
C (2.375, 5.193, 2.287)  -0.666
C (1.206, 5.788, 1.855)  -1.125
C (0.214, 4.935, 1.390)  0.719
N (-1.067, 5.169, 0.896)  -0.017
C (-3.391, 1.195, 2.400)  -0.052
N (-2.144, 0.778, 2.267)  0.253
C (-1.912, -0.114, 3.324)  0.129
C (-0.755, -0.762, 3.750)  -0.569
C (-0.862, -1.604, 4.838)  -0.760
C (-2.079, -1.787, 5.511)  -0.730
C (-3.214, -1.090, 5.150)  -1.061
C (-3.099, -0.239, 4.058)  0.633
N (-4.004, 0.610, 3.436)  -0.035
H (-5.087, 2.051, 1.440)  0.560
H (-3.935, 3.198, 2.105)  0.455
H (-4.011, 2.085, -0.474)  0.286
H (-3.672, 4.510, 0.274)  0.675
H (-2.838, 3.870, -1.140)  0.355
H (1.678, 1.880, 1.793)  0.595
H (3.486, 3.386, 2.594)  0.491
H (3.177, 5.812, 2.664)  0.439
H (1.067, 6.861, 1.872)  0.476
H (-1.481, 6.082, 0.769)  0.270
H (0.200, -0.567, 3.282)  0.522
H (0.014, -2.129, 5.194)  0.499
H (-2.119, -2.471, 6.347)  0.447
H (-4.136, -1.192, 5.707)  0.490
H (-4.936, 0.810, 3.770)  0.282
C (0.848, -1.423, -2.786)  -0.958
O (-0.396, -1.031, -2.181)  0.116
H (0.721, -1.620, -3.851)  0.431
H (1.242, -2.322, -2.307)  0.331
H (1.550, -0.601, -2.658)  0.236
H (-1.045, -1.702, -2.417)  0.075
F (-2.199, 0.908, -7.053)  -0.245
C (-1.694, 1.149, -5.871)  0.719
C (-0.328, 1.359, -5.720)  0.253
F (0.465, 1.315, -6.767)  -0.247
C (0.205, 1.600, -4.461)  0.273
F (1.511, 1.766, -4.323)  -0.349
C (-0.610, 1.638, -3.334)  0.962
S (0.059, 2.042, -1.767)  -0.242
C (-1.967, 1.425, -3.521)  -0.894
F (-2.777, 1.455, -2.428)  -0.178
C (-2.526, 1.180, -4.754)  -0.143
F (-3.828, 0.971, -4.857)  -0.278
C (5.680, -3.420, -3.478)  -1.053
C (6.265, -3.879, -2.154)  -0.508
S (5.751, -2.797, -0.811)  1.172
O (6.519, -3.036, 0.374)  -0.634
O (5.602, -1.437, -1.280)  -0.642
C (4.024, -3.279, -0.409)  -0.135
C (3.680, -2.355, 0.761)  -1.841
N (2.284, -1.896, 0.768)  0.522
C (1.908, -0.668, 0.398)  0.096
N (0.573, -0.537, 0.546)  1.187
C (0.099, -1.736, 1.013)  -1.576
C (1.145, -2.581, 1.154)  -0.063
N (1.062, -3.940, 1.643)  1.068
O (2.074, -4.602, 1.667)  -0.597
O (-0.044, -4.275, 2.015)  -0.609
C (2.850, 0.351, -0.123)  -1.867
H (6.116, -3.996, -4.293)  0.383
H (5.910, -2.370, -3.645)  0.318
H (4.598, -3.554, -3.514)  0.242
H (7.354, -3.836, -2.143)  0.436
H (5.946, -4.877, -1.852)  0.381
H (3.961, -4.328, -0.140)  0.692
H (3.440, -3.056, -1.304)  -0.037
H (4.295, -1.461, 0.683)  0.777
H (3.908, -2.839, 1.706)  0.213
H (-0.936, -1.926, 1.226)  0.851
H (3.434, 0.810, 0.679)  0.546
H (2.310, 1.135, -0.645)  0.057
H (3.576, -0.103, -0.802)  0.437
C (-3.237, -2.528, 0.259)  -1.317
C (-3.373, -1.319, -0.659)  0.862
C (-4.733, -0.647, -0.507)  -1.269
O (-2.320, -0.375, -0.392)  0.164
H (-4.098, -3.178, 0.110)  0.545
H (-3.223, -2.223, 1.309)  0.272
H (-2.341, -3.107, 0.037)  0.324
H (-3.260, -1.643, -1.697)  0.302
H (-4.867, -0.302, 0.519)  0.232
H (-5.516, -1.368, -0.733)  0.631
H (-4.835, 0.183, -1.207)  0.264

***

Below is C34H39N2O6PRuS2Se2 as an isolated structure, with properties calculated with ωB97M-V/def2-TZVPD.

**Charge**: 0
**ΔE to the lowest compared entry with this formula, charge and spin**: 14.1 kcal per mole
**LUMO level (spin up / spin down)**: -0.41 / -0.41 eV
**HOMO-LUMO gap (spin up / spin down)**: 5.35 / 5.35 eV

Each line ends with the Mulliken charge.
CARTESIAN COORDINATES (ANGSTROEM)
Ru (-0.279, -0.177, -0.037)  1.703
O (0.685, 2.729, -1.708)  -0.449
C (-0.440, 3.581, -1.832)  -1.687
C (-1.335, 3.578, -0.582)  2.728
C (-2.003, 4.964, -0.520)  -1.303
O (-2.777, 5.298, -1.667)  -0.552
C (-0.537, 3.460, 0.721)  -1.558
Se (0.117, 1.715, 1.364)  -0.660
C (-2.458, 2.529, -0.651)  -1.408
Se (-2.041, 0.775, -1.404)  -0.458
H (0.788, 2.231, -2.522)  0.301
H (-1.057, 3.279, -2.683)  0.435
H (-0.072, 4.603, -2.016)  0.383
H (-1.232, 5.726, -0.345)  0.484
H (-2.696, 4.989, 0.323)  0.415
H (-2.192, 5.360, -2.428)  0.355
H (-1.153, 3.855, 1.533)  0.507
H (0.358, 4.084, 0.660)  0.488
H (-3.264, 2.921, -1.271)  0.596
H (-2.850, 2.388, 0.357)  -0.045
C (3.754, 0.438, 2.401)  -0.938
C (3.582, 0.737, 0.923)  -0.641
S (2.731, -0.580, 0.019)  0.387
O (1.625, -1.086, 0.923)  -0.301
C (4.029, -1.875, 0.104)  -0.875
C (3.666, -3.000, 1.062)  -0.821
H (4.174, 1.307, 2.909)  0.413
H (4.420, -0.411, 2.574)  0.274
H (2.782, 0.225, 2.846)  0.130
H (4.528, 0.878, 0.392)  0.534
H (2.953, 1.611, 0.765)  0.257
H (4.969, -1.399, 0.385)  0.448
H (4.137, -2.244, -0.916)  0.464
H (3.558, -2.629, 2.079)  0.049
H (4.452, -3.757, 1.048)  0.446
H (2.723, -3.469, 0.784)  0.181
O (-1.831, -5.081, 0.288)  -0.504
S (-1.977, -4.386, -0.956)  1.033
O (-3.258, -4.336, -1.582)  -0.663
N (-1.309, -2.821, -0.762)  0.448
C (-0.282, -2.570, -1.593)  1.026
O (0.341, -1.511, -1.575)  -1.007
C (0.016, -3.725, -2.448)  -0.614
C (0.998, -3.814, -3.416)  -0.583
C (1.156, -5.027, -4.073)  -0.641
C (0.352, -6.121, -3.772)  -0.582
C (-0.641, -6.032, -2.805)  -0.731
C (-0.773, -4.822, -2.156)  0.505
H (1.612, -2.952, -3.640)  0.584
H (1.918, -5.128, -4.835)  0.414
H (0.499, -7.054, -4.300)  0.414
H (-1.278, -6.875, -2.573)  0.507
N (-1.522, -1.891, 0.271)  0.345
P (-2.038, -2.295, 1.755)  0.872
C (-0.983, -3.450, 2.661)  0.960
C (-1.383, -4.718, 3.072)  -0.652
C (-0.493, -5.542, 3.743)  -0.904
C (0.802, -5.111, 3.998)  -0.786
C (1.212, -3.856, 3.568)  -0.833
C (0.326, -3.028, 2.895)  -0.968
C (-2.195, -0.792, 2.730)  1.246
C (-1.654, -0.680, 4.006)  -0.541
C (-1.923, 0.447, 4.771)  -0.789
C (-2.747, 1.441, 4.273)  -0.603
C (-3.302, 1.321, 3.005)  -0.774
C (-3.028, 0.211, 2.227)  -0.692
C (-3.740, -2.901, 1.725)  1.299
C (-4.338, -3.420, 2.876)  -0.727
C (-5.680, -3.752, 2.872)  -0.904
C (-6.443, -3.550, 1.726)  -0.534
C (-5.865, -2.993, 0.597)  -0.854
C (-4.517, -2.655, 0.600)  -0.584
H (-2.377, -5.081, 2.845)  0.590
H (-0.811, -6.528, 4.059)  0.434
H (1.494, -5.758, 4.523)  0.406
H (2.223, -3.520, 3.757)  0.455
H (0.657, -2.059, 2.543)  0.278
H (-1.023, -1.461, 4.407)  0.336
H (-1.487, 0.543, 5.756)  0.427
H (-2.959, 2.318, 4.872)  0.398
H (-3.944, 2.102, 2.617)  0.387
H (-3.421, 0.132, 1.220)  0.523
H (-3.759, -3.546, 3.784)  0.536
H (-6.137, -4.158, 3.766)  0.435
H (-7.494, -3.810, 1.725)  0.404
H (-6.458, -2.807, -0.289)  0.462
H (-4.087, -2.169, -0.265)  0.462

***

Below is C34H39N3O2P3S4V as an isolated structure at a distorted geometry, with properties calculated with ωB97M-V/def2-TZVPD.

**Charge**: +1
**ΔE to the lowest compared entry with this formula, charge and spin**: 21.4 kcal per mole
**Spin multiplicity**: 2
**LUMO level (spin up / spin down)**: -2.34 / -2.34 eV
**HOMO-LUMO gap (spin up / spin down)**: 7.33 / 6.88 eV

Each line ends with the Löwdin spin population.
CARTESIAN COORDINATES (ANGSTROEM)
V (0.481, -0.108, -0.731)  1.055
C (2.485, -2.995, 0.129)  0.005
N (2.247, -2.655, 1.512)  0.000
C (0.856, -2.596, 1.877)  0.002
P (-0.084, -1.062, 1.325)  -0.017
C (-1.780, -1.717, 1.540)  -0.006
C (-2.716, -1.582, 0.518)  -0.003
C (-3.991, -2.122, 0.649)  0.000
C (-4.339, -2.805, 1.804)  0.000
C (-3.415, -2.939, 2.835)  0.000
C (-2.146, -2.394, 2.706)  -0.001
C (0.120, 0.106, 2.716)  -0.003
C (-0.963, 0.618, 3.429)  -0.001
C (-0.749, 1.508, 4.477)  0.000
C (0.542, 1.893, 4.815)  -0.001
C (1.622, 1.411, 4.086)  0.000
C (1.410, 0.533, 3.032)  -0.004
C (3.286, -2.447, 2.440)  0.000
C (3.023, -2.242, 3.802)  0.000
C (4.053, -2.046, 4.711)  0.000
C (5.380, -2.047, 4.306)  0.000
C (5.651, -2.257, 2.962)  0.000
C (4.628, -2.455, 2.045)  0.000
P (2.321, -1.535, -1.033)  -0.007
C (2.491, -2.375, -2.647)  0.000
C (3.355, -1.929, -3.646)  0.000
C (3.388, -2.563, -4.883)  0.000
C (2.556, -3.642, -5.136)  0.000
C (1.674, -4.080, -4.156)  0.000
C (1.633, -3.443, -2.925)  -0.001
C (3.898, -0.677, -0.722)  -0.004
C (3.874, 0.452, 0.094)  -0.007
C (5.052, 1.069, 0.494)  -0.001
C (6.270, 0.558, 0.073)  0.000
C (6.308, -0.564, -0.747)  0.000
C (5.130, -1.184, -1.136)  -0.001
H (1.749, -3.735, -0.185)  0.000
H (3.463, -3.442, -0.016)  0.001
H (0.735, -2.695, 2.947)  0.000
H (0.319, -3.427, 1.417)  0.000
H (-2.441, -1.052, -0.384)  -0.002
H (-4.712, -2.010, -0.154)  0.000
H (-5.329, -3.235, 1.904)  0.000
H (-3.686, -3.467, 3.742)  0.000
H (-1.446, -2.486, 3.529)  0.000
H (-1.973, 0.325, 3.168)  0.000
H (-1.593, 1.895, 5.034)  0.000
H (0.707, 2.572, 5.645)  0.000
H (2.632, 1.713, 4.342)  0.000
H (2.258, 0.166, 2.464)  -0.002
H (2.013, -2.218, 4.184)  0.000
H (3.802, -1.891, 5.755)  0.000
H (6.180, -1.892, 5.019)  0.000
H (6.676, -2.268, 2.607)  0.000
H (4.904, -2.607, 1.013)  0.000
H (3.994, -1.074, -3.468)  0.000
H (4.068, -2.208, -5.649)  0.000
H (2.587, -4.138, -6.099)  0.000
H (1.008, -4.911, -4.353)  0.000
H (0.912, -3.766, -2.186)  0.000
H (2.930, 0.841, 0.442)  -0.006
H (5.019, 1.944, 1.134)  0.000
H (7.194, 1.027, 0.393)  0.000
H (7.261, -0.965, -1.073)  0.000
H (5.171, -2.074, -1.752)  0.000
S (-0.724, -0.884, -2.513)  -0.034
S (0.706, 0.341, -3.291)  0.000
S (0.405, 2.389, -3.030)  0.010
S (1.614, 2.842, -1.419)  0.013
N (-0.725, 4.147, 0.628)  0.000
C (-1.812, 3.963, -0.347)  0.001
P (-2.231, 2.194, -0.444)  0.003
O (-3.267, 1.993, 0.743)  0.000
O (-1.034, 1.314, -0.197)  0.012
C (-3.292, 1.909, -1.917)  0.000
N (-4.707, 2.004, -1.515)  0.000
H (-0.473, 5.122, 0.709)  0.000
H (0.664, 3.178, -0.504)  0.000
H (-0.981, 3.815, 1.548)  0.000
H (-1.484, 4.325, -1.320)  0.000
H (-2.743, 4.476, -0.084)  0.000
H (-3.058, 0.913, -2.279)  0.000
H (-3.015, 2.617, -2.694)  0.000
H (-4.175, 1.944, 0.342)  0.000
H (-5.258, 1.255, -1.908)  0.000
H (-5.127, 2.878, -1.797)  0.000

***

Below is C34H39N5O3P2PdS as an isolated structure at a distorted geometry, with properties calculated with ωB97M-V/def2-TZVPD.

**Charge**: +2
**Spin multiplicity**: 5
**LUMO level (spin up / spin down)**: -5.69 / -9.59 eV
**HOMO-LUMO gap (spin up / spin down)**: 7.07 / 3.07 eV

Each line ends with the Löwdin spin population.
CARTESIAN COORDINATES (ANGSTROEM)
Pd (0.090, -2.139, -1.343)  0.265
C (-0.840, 3.017, 3.305)  0.016
C (-1.192, 1.999, 2.524)  0.008
C (-0.678, 1.529, 1.191)  0.009
C (0.654, 0.727, 1.116)  0.003
C (1.753, 1.247, 1.989)  0.000
C (1.931, 2.518, 2.364)  0.000
C (1.144, 3.740, 1.928)  0.001
C (0.051, 4.152, 2.925)  0.003
C (0.099, -3.112, 0.511)  0.491
H (-1.332, 3.159, 4.282)  0.000
H (-1.951, 1.292, 2.932)  0.001
H (-0.552, 2.339, 0.470)  0.005
H (-1.478, 0.868, 0.817)  0.001
H (0.471, -0.319, 1.402)  0.001
H (0.996, 0.743, 0.062)  0.000
H (2.467, 0.476, 2.308)  0.000
H (2.750, 2.727, 3.073)  0.000
H (0.637, 3.596, 0.967)  0.000
H (1.843, 4.577, 1.784)  0.000
H (0.518, 4.561, 3.825)  0.000
H (-0.585, 4.920, 2.462)  0.001
H (-0.439, -4.075, 0.518)  0.042
H (-0.199, -2.474, 1.365)  0.033
H (1.182, -3.337, 0.541)  0.046
P (1.604, -1.498, -2.792)  0.038
P (-1.744, -1.105, -2.291)  0.032
N (2.861, -0.287, -2.810)  -0.001
N (2.329, -2.690, -3.851)  0.042
N (-1.851, 0.715, -2.564)  0.038
N (-3.494, -1.337, -2.949)  0.002
C (0.409, -0.693, -3.892)  0.029
C (-0.892, -1.498, -3.875)  0.009
C (3.864, -0.104, -1.856)  0.010
C (4.820, 0.743, -2.386)  0.005
C (4.424, 1.075, -3.716)  0.005
C (3.241, 0.413, -3.972)  0.011
C (2.609, -4.005, -3.476)  0.331
C (2.964, -4.728, -4.608)  0.139
C (2.914, -3.824, -5.728)  0.099
C (2.547, -2.580, -5.232)  0.332
C (-2.235, 1.672, -1.626)  0.306
C (-2.216, 2.935, -2.211)  0.153
C (-1.856, 2.756, -3.586)  0.080
C (-1.707, 1.385, -3.789)  0.317
C (-4.176, -0.574, -3.910)  0.018
C (-5.150, -1.366, -4.508)  0.008
C (-5.070, -2.655, -3.893)  0.007
C (-4.058, -2.609, -2.956)  0.012
H (0.779, -0.540, -4.902)  0.004
H (0.309, 0.287, -3.410)  0.004
H (-1.564, -1.297, -4.709)  0.001
H (-0.684, -2.589, -3.806)  0.000
H (3.763, -0.589, -0.893)  0.000
H (5.719, 1.099, -1.896)  0.000
H (4.947, 1.727, -4.414)  0.000
H (2.612, 0.400, -4.867)  0.000
H (2.521, -4.274, -2.436)  0.013
H (3.227, -5.777, -4.642)  0.002
H (3.103, -4.052, -6.772)  0.000
H (2.434, -1.630, -5.742)  0.010
H (-2.523, 1.370, -0.634)  0.008
H (-2.409, 3.873, -1.711)  0.003
H (-1.695, 3.499, -4.354)  0.000
H (-1.472, 0.857, -4.701)  0.008
H (-3.967, 0.473, -4.074)  0.002
H (-5.794, -1.044, -5.305)  0.000
H (-5.672, -3.519, -4.126)  0.000
H (-3.693, -3.341, -2.246)  0.000
O (-2.055, -1.512, 4.831)  0.199
C (-1.169, -0.793, 5.311)  0.025
N (-0.246, -0.093, 4.571)  0.579
S (0.921, 0.665, 5.408)  -0.002
O (2.195, -0.007, 5.316)  0.082
O (0.897, 2.108, 5.255)  0.069
C (0.130, 0.331, 6.948)  0.011
C (0.415, 0.989, 8.138)  0.001
C (-0.433, 0.742, 9.227)  0.007
C (-1.530, -0.142, 9.099)  0.012
C (-1.783, -0.770, 7.869)  -0.005
C (-0.962, -0.487, 6.763)  0.013
H (1.260, 1.675, 8.179)  0.000
H (-0.246, 1.262, 10.167)  0.000
H (-2.182, -0.323, 9.964)  0.001
H (-2.629, -1.451, 7.754)  0.000

***

Looking at molar mass for the records above, in order, we have 995.8, 925.8, 793.8, 766.2 g/mol.